DFT (ωB97M-V/def2-TZVPD) results for a cluster of 15 separate species, C80H205N15O25 in total.

Values from the calculation:
LUMO = 0.0174 Ha
Energy = -159808.14915 eV
HOMO-LUMO gap = 8.75 eV
Total charge = 0
2S+1 = 1

Cartesian coordinates (Å):
H1 -2.44 1.13 -3.20
H2 -3.83 -1.47 3.59
C1 3.02 3.46 8.42
C2 -2.94 3.58 3.76
H3 1.46 -7.82 -0.94
C3 -1.07 6.14 0.13
H4 -0.72 1.30 -10.19
H5 -3.01 3.99 -7.90
H6 3.50 -4.14 -3.72
H7 1.73 -4.35 4.97
C4 -3.34 4.62 2.73
H8 -1.43 4.32 1.85
O1 1.19 1.81 -9.49
C5 -2.41 -5.44 -2.59
O2 -9.78 -3.23 -0.62
O3 1.83 6.55 6.77
H9 0.59 -1.28 -5.08
H10 -0.53 -0.46 3.71
O4 9.15 0.81 -0.64
H11 -4.18 1.64 -6.37
O5 -5.93 -11.51 -0.50
H12 0.16 6.58 -5.09
H13 -3.57 0.07 6.49
H14 0.93 5.60 -1.54
C6 -3.09 0.61 7.30
N1 -2.08 5.08 2.05
H15 -1.37 -6.97 -1.56
H16 -3.96 1.84 -3.71
H17 1.19 1.98 0.63
C7 -3.42 -4.27 -2.33
H18 -7.85 -11.21 -1.21
H19 -6.70 3.05 -6.98
H20 2.48 2.58 8.06
C8 3.69 -3.07 -3.60
H21 3.48 -5.68 -1.75
H22 0.49 -6.68 0.00
H23 3.49 -3.86 1.97
H24 1.07 6.09 3.06
C9 -8.49 -3.67 -1.00
C10 -4.77 -1.88 3.95
H25 -0.49 1.85 0.12
H26 1.37 7.76 3.67
N2 7.77 4.49 4.01
H27 -1.85 3.04 -4.33
H28 6.50 5.42 5.45
H29 4.94 1.96 -0.40
C11 8.07 5.26 7.62
N3 -1.17 6.62 4.55
H30 3.86 -1.67 -0.13
H31 7.30 1.28 9.22
O6 -2.32 2.41 3.15
H32 -1.10 -5.32 -0.90
H33 6.09 1.51 -4.31
O7 5.82 2.42 8.47
H34 1.05 -6.23 -1.65
C12 0.97 2.27 -3.15
C13 -3.86 -8.84 3.10
H35 -3.63 -2.54 -5.66
C14 0.98 0.82 -5.06
C15 -3.85 -6.79 1.88
H36 8.38 3.98 4.63
O8 -0.41 4.88 -0.10
C16 1.03 -1.96 3.89
C17 8.71 1.30 0.57
C18 -1.96 -1.55 0.05
O9 0.26 -2.82 4.70
C19 -10.60 -2.89 -1.77
H37 -5.02 -1.32 4.88
H38 -0.39 6.80 0.71
H39 6.24 -0.32 2.14
H40 2.22 0.09 -10.20
H41 8.05 6.26 8.07
C20 6.17 0.62 -3.66
H42 1.34 4.06 -0.73
H43 -5.68 1.96 -0.06
H44 0.87 -1.44 -0.02
H45 -5.15 -0.26 -4.05
H46 -2.95 -8.64 3.68
H47 2.86 4.75 6.08
H48 -4.63 -0.90 -2.44
H49 -4.76 -6.48 2.43
H50 2.70 1.64 -10.89
H51 -5.08 -3.07 1.68
C21 0.48 -0.58 4.10
C22 2.20 7.17 7.97
C23 1.33 -6.74 -0.72
H52 -4.59 -2.93 4.24
H53 -4.08 4.30 1.97
C24 -2.97 4.40 -3.48
H54 6.71 4.51 1.50
H55 5.67 -3.38 -3.16
C25 2.51 -2.46 -2.88
C26 -2.86 3.07 -7.33
H56 -3.52 2.05 1.48
H57 -3.94 -0.76 -5.91
H58 0.73 1.37 6.77
H59 0.60 -4.52 3.62
C27 6.04 4.31 2.35
C28 -6.41 2.37 -7.81
C29 -5.56 2.96 -0.51
H60 -1.43 2.42 6.29
H61 -3.41 4.76 -2.55
H62 -1.46 0.02 -4.57
C30 -6.93 -11.71 -1.54
N4 -1.42 -5.02 -3.60
H63 2.22 6.39 4.37
H64 3.28 4.59 2.28
H65 -1.37 6.10 3.69
H66 -7.16 -12.00 1.09
H67 -3.77 5.50 3.19
H68 -2.76 6.83 1.18
H69 -3.99 -4.13 -3.27
H70 -1.84 -1.67 -6.93
H71 7.04 2.16 -1.36
C31 -5.35 -5.46 -1.56
N5 -6.46 -2.27 -0.52
H72 -2.08 -1.11 1.04
N6 7.44 0.67 -2.99
H73 -2.21 3.33 -6.46
H74 -3.00 2.75 -1.02
C32 0.88 5.05 -0.60
H75 -4.73 -1.35 1.30
H76 -1.13 5.62 -3.29
H77 -2.56 6.50 -3.81
H78 0.56 1.80 5.07
H79 -5.34 -12.58 2.52
N7 4.71 -4.08 0.21
H80 -1.84 1.07 5.14
H81 1.02 -2.24 2.80
C33 7.70 1.92 -2.23
O10 -3.91 -8.17 1.82
C34 3.10 -2.18 -7.08
H82 -1.24 6.64 -0.84
C35 6.73 3.62 3.51
C36 0.52 6.98 6.34
H83 -4.10 -12.41 1.22
H84 -3.90 -10.92 3.61
C37 -4.23 2.58 -6.94
H85 3.24 1.92 -1.03
H86 0.39 2.35 -2.23
H87 9.74 1.58 -2.47
C38 -3.70 2.18 -1.68
H88 -4.74 -8.57 3.72
H89 -11.55 -2.49 -1.40
H90 2.07 0.65 -5.05
H91 7.45 1.58 7.47
H92 -0.28 2.57 -7.44
H93 -3.09 5.40 0.19
H94 -1.65 -2.60 0.15
H95 9.33 6.21 4.80
H96 4.09 3.41 -1.10
H97 -6.59 1.33 -7.47
H98 -4.07 1.20 2.92
H99 -2.93 -10.62 2.19
N8 -0.82 -1.42 -2.11
C39 8.48 6.18 5.48
H100 -10.84 -3.76 -2.42
C40 -1.84 -6.02 -1.31
C41 6.73 1.36 8.29
H101 -5.01 -6.51 -1.65
H102 -1.33 -2.31 -5.34
C42 3.77 -2.05 0.90
H103 2.34 -2.95 -1.91
H104 -0.22 6.70 7.08
H105 0.37 5.27 5.18
O11 -5.81 -1.68 3.03
H106 -8.59 -4.46 -1.76
C43 -0.84 2.44 -8.40
C44 0.20 1.10 5.84
H107 6.92 6.43 4.05
H108 5.15 0.19 -1.80
H109 -3.98 1.24 -1.17
H110 5.72 -0.31 0.45
H111 8.44 4.54 8.36
H112 -4.63 3.37 -6.28
C45 5.16 2.72 7.22
C46 -5.08 -12.03 1.62
H113 -1.69 -1.36 -2.62
H114 -2.54 0.73 2.09
O12 -1.69 0.54 7.15
H115 -6.12 -5.45 -0.77
C47 3.78 3.63 2.50
H116 -10.12 -2.10 -2.38
H117 5.57 5.28 2.61
C48 3.68 -6.19 -0.80
H118 -3.77 3.31 4.43
H119 -0.71 3.37 -8.97
H120 2.34 4.32 8.47
H121 -5.72 -2.94 -0.70
C49 -2.05 5.51 -3.89
N9 4.88 -2.83 -2.80
O13 5.02 3.52 1.79
C50 -1.04 -0.70 -0.83
H122 -7.22 -1.06 0.92
H123 2.27 -2.40 -7.76
C51 4.95 0.70 -2.78
C52 0.22 1.54 0.90
H124 -0.17 0.39 -8.75
H125 1.41 7.01 8.72
H126 3.98 -7.21 -1.09
C53 -2.34 5.88 0.87
C54 7.30 5.67 4.74
C55 -3.19 1.55 2.40
C56 -6.20 -12.30 0.64
H127 7.02 4.95 7.39
H128 -3.05 -6.18 -3.10
H129 4.82 -3.28 -1.88
H130 1.17 0.91 -11.38
H131 8.41 7.17 5.96
C57 4.76 -5.58 0.07
H132 8.84 0.55 1.35
H133 4.85 -2.87 -5.47
O14 -5.02 2.47 -8.10
H134 2.61 -3.78 0.45
O15 5.00 -1.79 1.60
C58 9.10 1.85 -1.65
N10 0.57 -0.24 5.50
O16 -3.32 -1.32 -3.99
H135 6.18 -0.33 -4.20
H136 4.79 1.75 6.87
C59 -5.49 -2.04 1.69
C60 5.38 -0.43 1.48
N11 -2.27 3.18 -3.41
H137 0.50 -0.50 -6.67
H138 -6.53 3.44 -0.59
H139 -7.14 -2.58 -2.47
H140 2.63 -1.38 -2.74
H141 5.75 -5.79 -0.34
H142 0.55 8.11 6.27
C61 -0.70 6.30 -5.70
H143 2.37 8.25 7.87
H144 4.10 -1.38 -4.84
H145 -7.01 2.56 -8.70
H146 0.05 -0.87 6.10
O17 8.89 5.21 6.47
H147 -5.24 -2.01 -3.70
O18 -4.91 2.96 -1.81
H148 4.79 -6.08 1.04
C62 -0.15 1.37 -9.25
H149 -6.25 -13.38 0.38
H150 -0.35 5.89 -6.64
H151 2.98 3.15 5.77
H152 -4.92 -10.09 1.09
H153 0.74 1.70 -5.68
O19 -4.37 -4.52 -1.26
H154 -3.72 4.46 -4.29
H155 2.94 -1.50 1.41
C63 0.20 6.35 4.99
C64 -7.54 -2.51 -1.45
H156 -2.07 1.25 -7.58
H157 7.16 2.67 3.17
O20 2.85 -2.67 -5.80
H158 6.20 0.39 8.09
H159 3.56 3.32 9.34
H160 3.89 3.58 3.59
H161 4.59 0.29 1.73
O21 4.67 2.06 -2.51
N12 3.51 3.98 6.02
N13 -1.20 -0.23 -5.52
C65 -3.07 2.00 -3.05
H162 -5.89 -5.20 -2.49
H163 -8.20 -1.63 -1.53
H164 -2.99 -1.57 -0.37
H165 3.99 -2.70 -7.47
H166 -2.12 3.94 4.38
O22 -1.67 5.34 -5.24
H167 9.32 2.17 0.86
H168 -2.65 -6.24 -0.61
H169 4.54 4.75 7.71
H170 -3.38 0.15 8.23
H171 -7.48 -2.78 1.32
N14 -2.20 2.09 -8.16
H172 -1.49 0.32 -0.97
H173 -0.10 1.99 1.84
H174 7.64 2.76 -2.92
C66 3.59 -3.54 0.90
C67 -1.26 1.34 6.05
H175 5.96 3.36 4.28
H176 -8.10 -4.17 -0.12
H177 0.02 -4.79 5.26
H178 3.12 6.71 8.34
H179 9.41 2.81 -1.21
H180 5.98 2.93 6.50
H181 3.31 -1.10 -7.16
H182 -6.53 -11.14 -2.39
C68 -6.75 -2.06 0.86
H183 -1.82 6.43 5.31
C69 0.69 -4.15 4.67
C70 1.83 1.07 -10.54
C71 0.22 -0.38 -5.61
C72 -3.88 -10.32 2.69
H184 5.57 -3.76 0.60
H185 1.44 5.61 0.16
H186 0.68 3.15 -3.75
H187 2.05 -1.95 4.29
H188 -0.15 -0.90 -2.66
H189 -4.95 3.58 0.19
H190 -0.92 -4.17 -3.33
C73 4.07 3.83 7.33
H191 1.07 0.16 3.53
H192 -7.15 -12.75 -1.85
H193 7.66 1.58 0.64
H194 7.54 -0.15 -2.41
H195 -2.97 -6.50 2.48
H196 -3.79 -6.31 0.91
C74 4.25 2.32 -1.20
H197 0.97 0.06 -0.95
O23 0.50 1.06 -3.75
N15 -5.01 -10.64 1.94
C75 3.95 -2.46 -4.95
H198 -1.32 7.15 -5.99
H199 -3.50 1.65 7.30
C76 -4.65 -1.09 -3.51
H200 3.13 2.82 2.16
H201 -2.83 -3.36 -2.15
H202 4.09 0.18 -3.25
H203 1.62 -2.65 -3.49
H204 -1.80 -4.80 -4.52
C77 -1.86 -1.48 -5.85
O24 2.46 -6.32 -0.02
C78 -3.33 -1.53 -5.40
C79 0.35 -0.52 -0.24
H205 2.04 2.25 -2.93
O25 0.32 0.17 1.00
C80 1.27 6.69 3.94

These are the Mulliken partial charges, in e, on atoms 1 to 6: number 1, H, carries -0.062; number 2, H, carries 0.055; number 3, C, carries -1.560; number 4, C, carries -0.539; number 5, H, carries 0.294; number 6, C, carries -0.776